Record 1
Density functional theory data (ωB97M-V/def2-TZVPD) for a structure of composition C4H5ClN2 at a distorted geometry.

ORCA input file:
```
! wB97M-V def2-TZVPD RIJCOSX def2/J DEFGRID3
* xyz 0 1
C -1.05 -1.22 -0.06
C 1.37 -0.09 -0.58
C 1.31 -0.27 0.86
C 0.06 -0.50 0.05
N -2.20 -1.43 -0.08
N -1.72 1.58 0.07
Cl -3.10 0.65 -0.07
H 1.44 0.84 -1.17
H 2.06 -0.91 -1.17
H 1.85 -1.03 1.40
H 1.32 0.59 1.61
H -1.34 1.78 -0.88
*
```

Properties
electronic energy	-724.87516	a.u.
relative energy (zero: lowest compared OMol25 entry of this formula, charge and spin)	683.8	kJ/mol
max |F|	4.12	eV Å⁻¹

For each atom in turn, the Mulliken charge in e is:
1. C 0.688
2. C -0.415
3. C -0.539
4. C 0.065
5. N -0.615
6. N -0.362
7. Cl 0.076
8. H 0.226
9. H 0.187
10. H 0.240
11. H 0.195
12. H 0.254



Record 2
Density functional theory data (ωB97M-V/def2-TZVPD) for the molecule C4H5ClN2O at a distorted geometry.

ORCA input file:
```
! wB97M-V def2-TZVPD RIJCOSX def2/J DEFGRID3
* xyz 0 1
C -0.32 2.05 -0.08
C 1.04 1.71 -0.16
C -0.95 0.86 0.03
C -0.22 -1.60 0.01
N 1.19 0.40 -0.03
N -0.02 -0.15 0.06
O -4.28 -0.28 -0.41
Cl -2.97 0.49 0.33
H -0.91 2.93 -0.07
H 1.70 2.52 -0.27
H -0.21 -1.76 -1.10
H 0.37 -2.04 0.70
H -1.19 -1.66 0.43
*
```

Properties
electronic energy	-800.11501	a.u.
relative energy (zero: lowest compared OMol25 entry of this formula, charge and spin)	694.6	kJ/mol
max |F|	4.91	eV Å⁻¹

For each atom in turn, the Mulliken charge in e is:
1. C -0.292
2. C -0.311
3. C 0.186
4. C -0.799
5. N -0.909
6. N 0.617
7. O -0.439
8. Cl 0.156
9. H 0.400
10. H 0.435
11. H 0.307
12. H 0.343
13. H 0.306



Record 3
Density functional theory data (ωB97M-V/def2-TZVPD) for a cluster of 2 separate species, C4H5ClOS in total at a distorted geometry.

ORCA input file:
```
! wB97M-V def2-TZVPD RIJCOSX def2/J DEFGRID3
* xyz 0 1
C 0.93 2.09 -0.17
C -0.14 -0.22 0.61
C 0.16 -1.13 -0.36
C -0.37 -0.89 1.86
H 2.04 1.04 -0.13
H 0.64 2.35 -1.42
H 0.90 3.21 0.56
H 0.23 -2.12 -0.32
H -0.39 -0.16 2.78
O 0.03 -2.12 1.93
S -0.73 1.42 0.34
Cl 0.26 -0.55 -1.99
*
```

Properties
electronic energy	-1088.83348	a.u.
relative energy (zero: lowest compared OMol25 entry of this formula, charge and spin)	486.3	kJ/mol
max |F|	6.02	eV Å⁻¹

For each atom in turn, the Mulliken charge in e is:
1. C -0.709
2. C -0.013
3. C -0.150
4. C 0.000
5. H 0.276
6. H 0.246
7. H 0.259
8. H 0.517
9. H 0.251
10. O -0.529
11. S -0.019
12. Cl -0.130



Record 4
Density functional theory data (ωB97M-V/def2-TZVPD) for a cluster of 2 separate species, C4H5ClOS in total at a distorted geometry.

ORCA input file:
```
! wB97M-V def2-TZVPD RIJCOSX def2/J DEFGRID3
* xyz 0 1
C -1.65 0.84 0.14
C 0.62 -0.87 1.23
C 0.17 -0.22 0.02
C 0.85 0.38 -1.07
O -1.63 1.97 0.45
S -0.19 -2.00 0.06
Cl -2.97 -0.11 -0.25
H 1.65 -1.09 1.21
H 0.14 -0.60 2.28
H 1.56 -0.38 -1.35
H 1.28 1.34 -0.86
H 0.16 0.73 -1.86
*
```

Properties
electronic energy	-1088.93123	a.u.
relative energy (zero: lowest compared OMol25 entry of this formula, charge and spin)	229.6	kJ/mol
max |F|	5.73	eV Å⁻¹

For each atom in turn, the Mulliken charge in e is:
1. C 0.398
2. C -0.789
3. C 0.697
4. C -1.263
5. O -0.390
6. S -0.149
7. Cl -0.102
8. H 0.323
9. H 0.247
10. H 0.399
11. H 0.324
12. H 0.305



Record 5
Density functional theory data (ωB97M-V/def2-TZVPD) for the molecule C4H5ClS2 at a distorted geometry.

ORCA input file:
```
! wB97M-V def2-TZVPD RIJCOSX def2/J DEFGRID3
* xyz 0 1
S -0.32 -0.39 -2.51
C 0.00 -0.24 -0.97
C -0.81 -0.02 0.28
S -2.33 0.67 0.06
C 0.43 0.40 0.98
C 1.28 -0.41 0.06
Cl 2.70 0.32 -0.46
H -0.98 -0.98 0.76
H -2.52 0.33 -1.15
H 0.62 0.23 2.01
H 0.65 1.57 0.63
H 1.28 -1.48 0.32
*
```

Properties
electronic energy	-1411.88773	a.u.
relative energy (zero: lowest compared OMol25 entry of this formula, charge and spin)	199.2	kJ/mol
structure (SMILES)	S=C1[C@H](S)C[C@@H]1Cl
max |F|	5.06	eV Å⁻¹

For each atom in turn, the Mulliken charge in e is:
1. S -0.318
2. C -0.002
3. C -0.003
4. S -0.242
5. C -0.659
6. C 0.115
7. Cl -0.166
8. H 0.231
9. H 0.098
10. H 0.368
11. H 0.276
12. H 0.302



Record 6
Density functional theory data (ωB97M-V/def2-TZVPD) for a structure of composition C4H5EuLiO2 at a distorted geometry.

ORCA input file:
```
! wB97M-V def2-TZVPD RIJCOSX def2/J DEFGRID3
* xyz 2 8
H 0.47 0.77 -1.98
C -0.90 1.25 -0.05
C -0.43 0.23 -0.96
C 0.16 -0.91 -0.25
C 1.25 -0.81 0.57
O 1.63 -1.73 1.39
Eu 3.12 -2.39 3.39
H -0.30 1.43 0.87
H -1.20 -0.07 -1.68
H -0.29 -1.89 -0.41
H 1.86 0.11 0.54
O -1.93 1.93 -0.20
Li -3.42 2.07 -1.23
*
```

Properties
electronic energy	-1023.11934	a.u.
relative energy (zero: lowest compared OMol25 entry of this formula, charge and spin)	72.8	kJ/mol
max |F|	4.77	eV Å⁻¹

For each atom in turn, the Mulliken charge in e is:
1. H 0.285
2. C 0.359
3. C -0.776
4. C -0.319
5. C -0.172
6. O -0.730
7. Eu 1.775
8. H 0.359
9. H 0.300
10. H 0.316
11. H 0.311
12. O -0.651
13. Li 0.943



Record 7
Density functional theory data (ωB97M-V/def2-TZVPD) for a structure of composition C4H5EuO at a distorted geometry.

ORCA input file:
```
! wB97M-V def2-TZVPD RIJCOSX def2/J DEFGRID3
* xyz 2 9
C -0.18 -1.12 -2.01
C -0.18 -0.06 -1.15
C 0.35 -0.11 0.15
C -0.34 0.62 1.16
O 0.16 0.76 2.31
Eu 1.47 1.87 4.13
H -0.65 -1.04 -2.99
H 0.35 -2.04 -1.77
H 1.40 -0.39 0.32
H -0.95 0.77 -1.23
H -1.43 0.75 1.09
*
```

Properties
electronic energy	-940.26761	a.u.
relative energy (zero: lowest compared OMol25 entry of this formula, charge and spin)	0.0	kJ/mol
max |F|	2.84	eV Å⁻¹

For each atom in turn, the Mulliken charge in e is:
1. C -0.555
2. C -0.102
3. C -0.023
4. C -0.097
5. O -0.617
6. Eu 1.848
7. H 0.300
8. H 0.281
9. H 0.330
10. H 0.288
11. H 0.346



Record 8
Density functional theory data (ωB97M-V/def2-TZVPD) for the molecule C4H5F at a distorted geometry.

ORCA input file:
```
! wB97M-V def2-TZVPD RIJCOSX def2/J DEFGRID3
* xyz 0 1
C 1.38 0.59 -0.04
C 0.81 -0.60 0.03
C -0.62 -0.76 -0.05
C -1.40 0.30 0.03
F -2.74 0.20 0.00
H 2.45 0.69 0.05
H 0.86 1.51 -0.20
H 1.40 -1.49 0.16
H -1.04 -1.75 -0.14
H -1.10 1.33 0.14
*
```

Properties
electronic energy	-255.22012	a.u.
relative energy (zero: lowest compared OMol25 entry of this formula, charge and spin)	31.2	kJ/mol
structure (SMILES)	C=C/C=C/F
max |F|	1.18	eV Å⁻¹

For each atom in turn, the Mulliken charge in e is:
1. C -0.876
2. C 0.120
3. C -0.086
4. C -0.247
5. F -0.246
6. H 0.238
7. H 0.173
8. H 0.306
9. H 0.334
10. H 0.284



Record 9
Density functional theory data (ωB97M-V/def2-TZVPD) for the molecule C4H5F at a distorted geometry.

ORCA input file:
```
! wB97M-V def2-TZVPD RIJCOSX def2/J DEFGRID3
* xyz 0 1
C -1.78 -0.33 -0.05
C -0.58 0.23 0.03
C 0.60 -0.39 0.10
C 1.70 0.25 -0.05
F 2.94 -0.31 -0.07
H -2.03 -1.25 -0.01
H -2.58 0.52 -0.31
H -0.52 1.33 -0.04
H 0.52 -1.43 0.13
H 1.74 1.38 0.28
*
```

Properties
electronic energy	-255.17355	a.u.
relative energy (zero: lowest compared OMol25 entry of this formula, charge and spin)	153.5	kJ/mol
structure (SMILES)	C=C/C=C/F
max |F|	9.51	eV Å⁻¹

For each atom in turn, the Mulliken charge in e is:
1. C -0.997
2. C 0.114
3. C -0.080
4. C -0.158
5. F -0.241
6. H 0.466
7. H 0.148
8. H 0.158
9. H 0.371
10. H 0.219